Molecular formula: C19H44N3O14S
Method: DFT, wB97M-V/def2-TZVPD

Computed properties:
- Lowest unoccupied orbital energy: -2.294 eV
- Energy relative to the best compared isomer or geometry (same formula, charge and spin): 32.6 kcal per mole
- Net charge: +1
- Electronic energy: -2365.33350 a.u.
- HOMO-LUMO gap: 0.3232 Ha

Each line ends with the Mulliken charge.
Cartesian coordinates (Å):
C 4.500 -1.206 0.081  -0.7520
N 4.536 -1.296 -1.420  0.6029
C 5.639 -0.342 -1.792  -1.2498
C 5.100 -2.672 -1.696  -0.8826
C 3.252 -1.059 -1.933  -0.5268
C 2.253 -2.181 -1.731  0.0465
O 0.963 -1.760 -2.204  -0.4139
H 3.744 -0.486 0.414  0.5438
H 5.615 -1.229 0.554  0.3146
H 3.887 -1.889 0.550  0.1410
H 5.794 -0.389 -2.867  0.3598
H 6.442 -0.508 -1.300  0.6234
H 5.417 0.619 -1.481  0.4755
H 4.596 -3.373 -1.040  0.3860
H 6.098 -2.729 -1.271  0.3645
H 4.965 -3.067 -2.694  0.3599
H 3.286 -1.268 -3.117  0.1592
H 2.651 -0.068 -1.754  0.2326
H 2.298 -2.290 -0.621  -0.3082
H 2.532 -3.158 -2.151  0.4019
H 0.587 -1.327 -1.469  0.0394
C -6.430 5.909 1.301  -0.9088
N -4.959 5.464 1.813  0.2069
C -4.008 6.267 0.904  -0.9156
C -4.781 5.865 3.131  -0.6920
C -4.859 4.039 1.581  -1.2714
C -3.378 3.610 1.828  0.0387
O -3.378 2.112 1.534  -0.4960
H -6.358 7.209 1.339  0.2983
H -7.124 5.333 1.789  0.4145
H -6.557 5.820 0.298  0.4589
H -4.342 7.303 0.830  0.4158
H -3.858 5.963 -0.145  0.3833
H -2.875 6.382 1.238  0.3258
H -5.594 5.375 3.853  0.3319
H -4.774 6.955 3.570  0.3305
H -3.824 5.527 3.718  0.2634
H -5.121 3.861 0.661  0.4331
H -5.396 3.459 2.115  0.7176
H -2.793 3.871 2.917  0.0955
H -2.718 3.883 0.952  0.3089
H -2.400 1.886 1.412  0.3657
N -0.025 0.770 0.391  0.7667
O -0.720 1.054 1.371  -0.7764
O 0.947 0.082 0.652  -0.5714
O -0.508 0.733 -0.698  -0.4749
O 3.019 -4.418 0.512  -0.5439
S 2.369 -4.615 1.764  1.0676
O 1.956 -5.946 2.186  -0.6153
O 3.494 -4.139 2.952  -0.2735
C 4.637 -5.014 3.160  -0.1226
C 5.522 -4.225 4.174  -1.6292
C 1.101 -3.319 1.967  -0.5716
H 5.082 -5.189 2.067  0.2501
H 4.483 -6.064 3.535  0.2792
H 5.999 -3.444 3.672  0.3098
H 6.322 -4.584 4.589  0.6291
H 5.019 -4.026 4.947  0.4729
H 0.147 -3.643 1.332  0.1410
H 1.342 -2.317 1.666  0.2266
H 0.974 -3.405 3.145  0.3708
C -2.906 -1.611 -1.126  0.0859
C -2.203 -2.085 0.078  0.7859
O -2.890 -3.354 0.444  -0.3428
C -3.919 -3.423 -0.332  0.5602
O -4.767 -4.283 -0.057  -0.6397
O -4.070 -2.517 -1.217  -0.3555
H -2.151 -1.776 -2.038  -0.1419
H -3.271 -0.670 -1.109  0.3231
H -2.070 -1.208 0.815  0.1492
H -1.196 -2.285 -0.118  -0.4073
C -0.423 1.123 -3.919  0.6314
C -1.108 0.085 -4.646  -0.1602
O -1.775 0.725 -5.655  -0.3873
C -1.552 2.046 -5.529  0.4903
O -2.106 2.837 -6.179  -0.5242
O -0.828 2.416 -4.516  -0.3517
H 0.745 0.984 -3.943  -0.0236
H -0.894 1.341 -2.865  -0.1168
H -1.932 -0.360 -4.218  0.2158
H -0.485 -0.729 -4.987  0.2514


Molecular formula: C14H10N2O2S4SbV
Method: DFT, wB97M-V/def2-TZVPD

Computed properties:
- Multiplicity: 3
- Lowest unoccupied orbital energy (alpha / beta): 4.419 / 4.419 eV
- Energy relative to the best compared isomer or geometry (same formula, charge and spin): 0.0 kcal per mole
- Net charge: -2
- Electronic energy: -3576.73274 a.u.
- HOMO-LUMO gap (alpha / beta): 0.2170 / 0.2167 Ha

Each line ends with the Mulliken spin population.
Cartesian coordinates (Å):
V -0.973 -0.225 -1.299  2.1081
O -1.436 1.651 -1.415  0.0047
C -2.048 2.343 -0.502  -0.0122
C -2.998 3.313 -0.880  -0.0092
C -3.652 4.093 0.048  0.0044
C -3.375 3.959 1.416  -0.0027
C -2.441 3.025 1.812  0.0059
C -1.780 2.202 0.899  0.0226
C -0.729 1.305 1.364  0.0246
N -0.249 0.388 0.621  -0.0359
N 0.902 -0.240 1.050  -0.0002
C 1.477 -0.773 0.011  -0.0495
O 1.007 -0.709 -1.188  -0.0040
C 2.757 -1.505 0.199  0.0038
C 3.242 -2.277 -0.852  0.0004
C 4.429 -2.982 -0.712  0.0007
C 5.142 -2.916 0.477  -0.0006
C 4.659 -2.147 1.529  0.0001
C 3.470 -1.447 1.393  -0.0015
H -3.216 3.396 -1.937  -0.0002
H -4.393 4.812 -0.282  0.0007
H -3.889 4.573 2.145  0.0002
H -2.206 2.910 2.866  -0.0007
H -0.285 1.476 2.346  0.0008
H 2.661 -2.321 -1.763  0.0006
H 4.792 -3.590 -1.531  0.0000
H 6.069 -3.467 0.588  0.0000
H 5.210 -2.097 2.461  0.0000
H 3.074 -0.850 2.204  -0.0003
S -3.054 -4.700 -1.639  0.0173
Sb -3.192 -2.515 -2.286  0.0113
S -2.958 -1.039 -0.391  -0.0656
S -1.087 -1.738 -3.115  -0.0391
S -4.928 -1.907 -3.639  0.0156


- The highest energy relative to the best compared isomer or geometry (same formula, charge and spin) belongs to which entry?
  C19H44N3O14S


- Look up the energy relative to the best compared isomer or geometry (same formula, charge and spin) of the first one.
  32.6 kcal per mole


- Which of these has the highest net charge?
  C19H44N3O14S